Density functional theory data (the ωB97M-V functional and the def2-TZVPD basis) for a molecular structure, C30H37ClIN2O4PPd.

## Properties
⟨S²⟩: 2.032
Energy relative to the best compared isomer or geometry (same formula, charge and spin) (eV): 0.000
E_LUMO (spin up / spin down) (eV): 0.3 / -1.2
2S+1: 3
Orbital gap (spin up / spin down) (eV): 7.2 / 5.8

The geometry in XYZ format:
```
77
Properties=species:S:1:pos:R:3:lowdin_spin:R:1
I 2.581 4.608 0.901 0.00
Pd -1.041 0.747 0.115 0.75
Cl -2.094 7.767 0.156 0.00
P -2.627 -0.901 0.054 0.03
O 0.325 2.411 0.463 0.05
O -2.277 -2.437 -0.281 0.01
O -3.433 -1.157 1.442 0.02
O -3.782 -0.665 -1.033 0.01
N -2.319 2.617 -0.048 0.07
N 0.696 -0.703 -0.187 0.62
C 0.456 -2.436 -3.963 0.10
C -1.394 6.173 0.242 0.00
C 3.676 -1.923 1.969 0.00
C 3.073 -1.555 3.325 0.00
C 1.091 -2.658 -1.662 0.09
C -3.601 2.690 -0.317 0.00
C 0.956 -3.215 -2.925 0.00
C -0.462 -0.277 -4.891 0.00
C -1.469 -3.171 0.639 0.01
C -3.632 -0.058 2.335 0.00
C -1.603 3.758 0.134 0.00
C 2.319 -0.231 3.194 0.00
C 1.340 -4.653 -3.153 0.00
C 0.700 -1.330 -1.411 0.04
C -3.591 5.077 -0.227 0.00
C -2.208 5.033 0.051 0.00
C 3.887 0.494 1.387 0.01
C 4.648 -0.826 1.524 0.00
C 1.203 -0.380 2.158 0.01
C 1.781 -0.759 0.786 0.05
C -0.189 3.583 0.396 0.00
C 0.060 -1.114 -3.755 0.00
C 2.776 0.347 0.343 0.04
C 0.161 -0.587 -2.483 0.09
C 0.534 4.765 0.556 0.00
C 2.567 -2.073 0.919 0.01
C 3.276 0.873 2.738 0.00
C -0.057 6.033 0.484 0.00
C -4.840 -1.617 -1.220 0.00
C -4.283 3.914 -0.413 0.00
H 2.393 -4.818 -2.920 0.00
H 2.735 1.819 2.647 0.00
H -2.738 0.566 2.389 0.00
H 1.174 -4.947 -4.188 0.00
H 3.030 -2.334 -0.034 0.00
H -5.598 -1.125 -1.823 0.00
H 2.234 1.286 0.224 0.00
H 1.432 -3.290 -0.857 0.00
H 0.661 0.564 2.061 0.00
H -2.065 -3.480 1.497 0.00
H -5.342 3.921 -0.636 0.00
H 3.196 0.064 -0.628 0.00
H -0.624 -2.570 0.982 0.00
H -3.848 -0.478 3.315 0.00
H -0.939 -0.897 -5.650 0.00
H 4.068 1.013 3.480 0.00
H -5.265 -1.914 -0.261 0.00
H -4.475 0.553 2.009 0.00
H 4.207 -2.876 2.047 0.00
H 0.357 -2.871 -4.952 0.01
H 5.107 -1.098 0.568 0.00
H 0.489 -1.149 2.475 0.00
H 1.874 0.041 4.155 0.00
H 4.565 1.285 1.056 0.00
H -4.116 1.749 -0.476 0.00
H 1.894 -2.888 1.210 0.00
H -4.462 -2.495 -1.741 0.00
H 3.865 -1.468 4.075 0.00
H -1.097 -4.044 0.108 0.00
H 0.756 -5.320 -2.516 0.00
H 0.554 6.916 0.620 0.00
H 5.455 -0.724 2.255 0.00
H 0.351 0.270 -5.372 0.00
H -4.085 6.036 -0.296 0.00
H 2.393 -2.345 3.661 0.00
H -1.188 0.454 -4.536 0.00
H -0.151 0.433 -2.289 0.00
```

Density functional theory data (the ωB97M-V functional and the def2-TZVPD basis) for 2 unconnected molecules or ions with the total composition C4H5F3S.

## Properties
⟨S²⟩: 2.039
Energy relative to the best compared isomer or geometry (same formula, charge and spin) (eV): 0.000
E_LUMO (spin up / spin down) (eV): -0.1 / -2.8
2S+1: 3
Orbital gap (spin up / spin down) (eV): 7.2 / 7.8

The geometry in XYZ format:
```
13
Properties=species:S:1:pos:R:3:lowdin_spin:R:1
S 0.570 -1.422 2.597 0.79
F -1.121 0.048 -2.266 0.03
F -2.279 0.210 -0.505 0.01
F -0.982 -1.430 -0.737 0.01
C -0.401 -0.235 1.985 0.57
C -0.026 0.564 -0.135 0.40
C 1.340 0.149 -0.444 0.06
C -1.031 -0.109 -0.901 0.05
H -0.962 0.499 2.460 0.05
H 1.473 -0.972 -0.466 0.01
H 2.107 0.689 0.041 0.00
H -0.207 1.682 -0.151 0.01
H 1.521 0.328 -1.476 0.02
```

Density functional theory data (the ωB97M-V functional and the def2-TZVPD basis) for 3 unconnected molecules or ions with the total composition C11H24NO7S.

## Properties
Total charge: +1
E_LUMO (eV): -4.2
Orbital gap (eV): 7.9

The geometry in XYZ format:
```
44
Properties=species:S:1:pos:R:3:lowdin_charge:R:1
S -0.515 -4.343 -3.617 1.16
O -2.271 2.811 0.161 0.13
O 1.382 0.946 5.003 0.04
O -0.313 3.740 0.794 -0.02
O -0.260 1.887 -0.294 0.04
O 0.224 -0.959 -3.609 0.08
O 3.019 -0.263 4.022 0.12
O 1.555 -1.140 5.497 0.01
N -2.403 -2.430 -3.560 0.00
C 0.508 -1.808 -4.426 -0.25
C -1.386 1.228 -2.357 -0.07
C -1.039 4.853 1.329 -0.02
C 1.350 2.087 2.835 -0.06
C -2.120 -3.648 -4.232 -0.43
C -0.914 0.817 -0.980 -0.21
C 2.170 -2.414 5.300 -0.04
C 1.800 2.115 4.279 -0.20
C 2.076 -0.160 4.760 -0.62
C 0.883 -3.232 -3.982 -0.30
C -1.071 2.819 0.211 -0.62
H -3.278 -2.475 -3.059 0.10
H 1.605 3.019 2.339 0.08
H -1.469 5.445 0.524 0.10
H 2.880 2.231 4.362 0.13
H 0.272 1.940 2.776 0.08
H -1.734 0.435 -0.371 0.13
H 1.446 -3.171 -3.064 0.10
H 1.504 -3.705 -4.728 0.09
H 0.565 -1.581 -5.497 0.14
H -2.154 1.998 -2.295 0.08
H -2.502 -1.684 -4.231 0.09
H 3.245 -2.357 5.453 0.10
H -2.836 -4.419 -3.979 0.10
H -0.560 1.631 -2.941 0.08
H 1.335 2.949 4.801 0.12
H -0.318 5.454 1.875 0.10
H -0.297 -5.354 -4.475 0.02
H 1.825 1.271 2.291 0.08
H -0.165 0.032 -1.062 0.11
H -2.106 -3.586 -5.310 0.10
H 1.955 -2.786 4.299 0.09
H -1.802 0.372 -2.881 0.04
H 1.734 -3.082 6.036 0.09
H -1.821 4.518 2.006 0.10
```

Density functional theory data (the ωB97M-V functional and the def2-TZVPD basis) for 2 unconnected molecules or ions with the total composition C6H6N.

## Properties
Total charge: +1
Energy relative to the best compared isomer or geometry (same formula, charge and spin) (eV): 11.672
E_LUMO (spin up / spin down) (eV): -6.0 / -7.7
Orbital gap (spin up / spin down) (eV): 8.0 / 6.7

The geometry in XYZ format:
```
13
Properties=species:S:1:pos:R:3:lowdin_charge:R:1
N -0.141 -1.131 -0.750 -0.13
C 0.656 -1.653 -1.853 -0.03
C -0.466 0.732 0.427 0.18
C -1.240 3.220 3.211 -0.03
C 0.564 -0.239 0.212 -0.01
C -0.716 0.360 -0.914 0.16
C -1.684 3.271 2.098 0.11
H 1.232 -2.552 -1.384 0.15
H -0.716 -1.959 -0.463 0.22
H -0.715 2.983 4.025 -0.02
H 1.485 -0.919 -2.189 0.14
H 1.684 -0.264 0.300 0.17
H 0.058 -1.849 -2.718 0.10
```

Density functional theory data (the ωB97M-V functional and the def2-TZVPD basis) for a molecular structure, C41H44Cl3N7Rb.

## Properties
Total charge: +1
Energy relative to the best compared isomer or geometry (same formula, charge and spin) (eV): 1.601
E_LUMO (eV): -1.9
Orbital gap (eV): 8.7

The geometry in XYZ format:
```
96
Properties=species:S:1:pos:R:3:lowdin_charge:R:1
Rb 0.211 -0.071 0.158 0.64
Cl 1.366 -6.087 -2.299 0.61
Cl 3.774 -4.557 -2.143 0.62
Cl 2.256 -5.210 0.307 0.66
N -1.757 2.158 -1.167 0.14
N -0.363 0.351 -2.770 0.10
N 0.711 -2.586 -1.484 0.22
N 1.041 -0.583 3.127 -0.20
N 1.545 2.409 1.988 0.10
N 2.978 -1.312 1.068 0.08
N -1.202 -2.699 1.337 0.09
C 4.150 -2.636 2.684 0.00
C -1.163 -4.970 2.896 -0.05
C 5.249 -2.782 1.810 -0.04
C -3.581 2.188 0.464 -0.22
C 1.907 0.088 -3.374 -0.21
C -3.358 4.927 0.585 -0.06
C 1.040 3.604 1.624 -0.13
C -0.962 1.758 -4.684 0.01
C 1.284 1.943 3.205 -0.29
C 0.007 3.904 3.743 -0.04
C 2.542 -1.938 -4.534 -0.11
C -4.358 2.925 1.423 -0.02
C 3.028 -1.877 2.277 -0.27
C -1.559 5.014 -1.120 -0.02
C 1.253 -2.297 -4.616 -0.09
C 0.324 4.431 2.480 -0.05
C -1.443 -3.694 3.478 0.00
C 2.152 -4.757 -1.401 -1.55
C -1.082 1.255 -3.270 -0.26
C 1.819 0.592 3.486 -0.15
C 0.198 -1.524 -4.137 -0.23
C -2.065 1.967 -2.380 -0.24
C 1.807 -1.783 3.164 -0.16
C 0.583 -0.328 -3.550 -0.27
C -0.198 -0.729 3.954 -0.15
C -1.466 -1.172 3.236 -0.11
C 2.306 1.326 -2.634 -0.03
C 1.327 -3.545 -1.472 -0.35
C -1.094 -3.915 0.805 -0.15
C 2.877 -0.733 -3.930 -0.04
C 0.543 2.673 4.148 -0.01
C -4.201 4.291 1.522 -0.06
C -1.266 -1.939 -4.140 -0.02
C -1.081 -5.088 1.546 -0.09
C -2.667 2.830 -0.333 -0.24
C -1.362 -2.579 2.639 -0.32
C -3.807 0.716 0.275 -0.04
C -3.316 2.477 -3.082 0.01
C 5.175 -2.184 0.542 -0.06
C -2.586 4.251 -0.296 -0.22
C 4.025 -1.481 0.242 -0.14
H 3.939 -1.093 -0.757 0.09
H -5.130 2.355 1.888 0.10
H -0.431 0.260 4.272 0.09
H -3.919 3.060 -2.431 0.07
H 1.317 4.024 0.646 0.11
H 5.948 -2.330 -0.201 0.11
H 6.104 -3.371 2.124 0.11
H 2.700 0.452 2.821 0.13
H -3.950 1.683 -3.488 0.11
H -0.273 1.206 -5.275 0.08
H 1.115 -3.249 -5.086 0.11
H -0.573 4.597 -0.969 0.06
H 0.145 -1.354 4.830 0.15
H -1.798 4.941 -2.152 0.06
H 1.533 1.705 -1.982 0.04
H -2.294 -1.122 3.948 0.13
H -1.204 -5.893 3.475 0.11
H -1.605 6.082 -0.828 0.09
H -1.649 -2.051 -3.111 0.07
H -4.537 0.501 -0.538 0.10
H 3.308 -2.614 -4.992 0.13
H -1.709 -0.466 2.432 0.09
H -0.030 5.413 2.138 0.11
H -0.623 4.490 4.433 0.12
H 2.192 -1.880 4.214 0.14
H -1.416 -2.858 -4.768 0.10
H -0.610 2.766 -4.673 0.09
H -3.241 6.024 0.654 0.12
H -3.031 3.180 -3.848 0.08
H -1.021 -3.965 -0.271 0.09
H -1.703 -3.648 4.559 0.13
H 2.160 0.535 4.517 0.13
H -1.937 -1.114 -4.561 0.09
H 0.500 2.298 5.149 0.11
H -1.011 -5.974 0.928 0.11
H -1.913 1.806 -5.240 0.10
H -4.799 4.960 2.109 0.10
H -4.168 0.289 1.243 0.09
H 1.164 -2.654 2.979 0.13
H 3.186 1.197 -1.995 0.08
H 2.520 2.156 -3.322 0.10
H -2.873 0.205 -0.088 0.06
H 4.144 -3.089 3.656 0.11
H 3.933 -0.485 -3.831 0.12
```

Density functional theory data (the ωB97M-V functional and the def2-TZVPD basis) for a molecular structure, C17H24B3CaF12O15.

## Properties
Total charge: -1
E_LUMO (eV): -2.7
Orbital gap (eV): 4.6

The geometry in XYZ format:
```
72
Properties=species:S:1:pos:R:3:lowdin_charge:R:1
Ca 0.846 1.819 -1.126 1.94
F 4.028 3.099 4.369 0.15
F 1.481 3.721 -4.557 0.18
F 3.417 1.169 4.806 0.14
F 4.913 -0.095 -1.398 0.05
F 6.097 -0.519 0.527 0.19
F 7.156 0.037 -1.303 0.10
F 6.184 -1.925 -1.169 0.13
F 0.223 4.151 -6.385 0.09
F 2.109 2.840 5.424 0.12
F -0.699 3.864 -4.219 0.05
F 0.551 5.611 -4.876 0.18
F 2.218 2.192 3.184 0.02
O -5.442 6.559 1.807 0.09
O 3.705 6.207 -0.582 0.10
O 2.282 -3.991 -5.243 0.07
O -4.228 -0.926 0.355 0.07
O -5.375 -2.784 1.034 0.08
O 1.484 -5.885 1.056 0.09
O -4.568 5.998 3.709 0.08
O 5.305 7.497 -1.599 0.05
O -6.581 -0.998 0.688 0.04
O -3.571 5.227 1.799 0.12
O 0.797 -5.478 3.085 0.08
O 0.963 -2.145 -4.998 0.09
O 1.207 -3.302 -7.057 0.03
O 1.060 -3.778 1.561 0.15
O 5.913 5.698 -0.502 0.10
C 1.475 -3.047 -5.706 -0.48
C 1.105 -6.851 3.120 -0.31
C -5.302 -1.513 0.688 -0.48
C -4.514 5.795 2.360 -0.52
C -5.753 6.603 4.044 -0.20
C -6.813 -3.905 2.608 -0.04
C -6.681 -3.251 1.255 -0.31
C 1.107 -4.947 1.854 -0.57
C 1.296 -7.189 1.616 -0.06
C -7.562 -1.968 1.171 -0.04
C 7.030 6.168 -1.107 -0.17
C 2.523 -4.984 -6.228 -0.10
C -0.025 -7.648 3.790 -0.03
C 6.744 7.560 -1.637 -0.09
C 4.890 6.451 -0.834 -0.54
C 2.089 -4.287 -7.556 -0.12
C -6.286 7.156 2.813 -0.12
B 0.397 4.303 -5.002 -1.47
B 6.066 -0.625 -0.791 -1.46
B 2.916 2.357 4.431 -1.43
H -0.257 -7.167 4.740 0.08
H -6.689 -4.029 0.491 0.16
H -5.526 7.430 4.717 0.14
H -6.450 5.882 4.470 0.14
H 7.852 6.122 -0.393 0.14
H -7.785 -4.354 2.812 0.09
H -7.345 6.906 2.741 0.13
H 0.400 -7.648 1.199 0.13
H -8.031 -1.700 2.118 0.13
H 2.048 -7.039 3.633 0.15
H -6.176 -4.763 2.819 0.08
H 2.991 -3.920 -8.044 0.13
H 7.160 8.312 -0.967 0.13
H 2.203 -7.739 1.364 0.14
H 1.885 -5.808 -5.910 0.13
H 7.042 7.563 -2.686 0.13
H -8.332 -1.980 0.399 0.13
H -0.982 -7.749 3.278 0.08
H -6.143 8.236 2.792 0.14
H 0.282 -8.616 4.185 0.08
H -6.536 -3.182 3.376 0.09
H 7.162 5.458 -1.924 0.14
H 1.502 -4.887 -8.251 0.13
H 3.544 -5.367 -6.239 0.13
```

Density functional theory data (the ωB97M-V functional and the def2-TZVPD basis) for 9 unconnected molecules or ions with the total composition C43H67N2O19S.

## Properties
Total charge: +1
E_LUMO (eV): -2.6
Orbital gap (eV): 8.2

The geometry in XYZ format:
```
132
Properties=species:S:1:pos:R:3:lowdin_charge:R:1
S -0.340 0.098 0.522 0.88
O 0.325 0.488 -2.541 0.03
O -4.234 5.477 -0.346 0.11
O 0.341 -0.422 3.691 0.03
O -7.521 1.326 1.522 0.03
O -7.024 2.651 3.280 0.10
O 4.810 -2.956 6.251 0.01
O 2.844 -3.950 5.766 0.09
O -5.133 5.865 -4.885 0.02
O -4.504 7.186 -6.604 0.12
O 4.315 -3.885 -3.769 0.13
O 3.969 4.249 0.372 0.12
O -3.481 -0.694 2.083 0.09
O 0.540 -4.944 -6.088 0.11
O 1.904 -4.402 -7.801 0.03
O 1.099 -1.514 -3.234 0.03
O -2.453 0.382 3.729 0.04
O -4.552 5.677 1.880 0.04
O 2.380 -4.507 -2.789 0.01
O 4.736 2.257 -0.368 0.01
N 1.769 0.929 1.909 -0.04
N 2.344 -1.558 3.261 0.15
C 5.400 -2.352 7.416 -0.15
C -5.394 6.056 -3.486 -0.17
C 3.133 0.756 2.455 -0.31
C -4.714 7.036 -5.434 -0.49
C 4.274 -4.352 -1.398 -0.07
C 4.043 3.419 -0.492 -0.49
C 3.178 -2.944 7.945 -0.07
C -4.176 5.011 0.759 -0.47
C 3.127 -0.326 3.603 -0.20
C -8.885 3.217 1.840 -0.07
C 5.751 -1.236 3.677 0.13
C 3.490 2.087 -2.352 -0.15
C 1.948 -4.768 -1.447 -0.15
C -0.085 -1.727 -5.249 -0.15
C -4.589 7.275 -3.092 -0.17
C -4.253 4.878 3.037 -0.14
C -8.452 1.374 0.429 -0.16
C 4.232 -1.901 8.266 -0.15
C 1.181 -0.369 1.435 -0.54
C -7.718 2.396 2.333 -0.47
C -3.644 3.644 1.117 -0.07
C -4.174 3.456 2.527 -0.15
C 3.545 -3.342 6.537 -0.49
C 4.704 1.549 -1.620 -0.15
C 1.511 -5.174 -6.756 -0.48
C -1.279 -2.700 2.277 -0.17
C 2.435 -6.356 -6.603 -0.07
C -2.178 -2.204 3.484 -0.07
C 0.272 -2.651 2.495 -0.10
C -9.592 2.244 0.915 -0.16
C 4.602 -0.807 3.753 -0.06
C -2.766 -0.797 3.049 -0.48
C 3.031 -5.010 -8.450 -0.15
C -4.606 8.101 -4.368 -0.08
C 3.202 -5.166 -0.695 -0.16
C 3.496 2.146 3.179 -0.02
C 3.429 3.525 -1.865 -0.07
C -0.157 -0.281 -4.790 -0.06
C 1.103 -2.250 -4.475 -0.16
C 3.709 -4.223 -2.792 -0.48
C 0.941 -1.250 2.721 -0.45
C 0.416 -0.361 -3.397 -0.47
C 3.646 -5.921 -7.408 -0.16
H 3.888 -0.918 7.932 0.12
H -3.693 8.680 -4.486 0.13
H 6.032 -1.517 7.115 0.13
H 0.525 -3.307 3.382 0.14
H 0.474 0.372 -5.397 0.14
H 4.210 -6.748 -7.838 0.12
H -1.646 -2.202 1.342 0.09
H -7.945 1.801 -0.441 0.13
H 2.404 3.887 -1.810 0.13
H 3.564 1.991 -3.435 0.12
H 1.825 1.503 1.056 0.10
H -0.991 -2.256 -4.941 0.13
H 6.017 -3.099 7.920 0.13
H 2.684 -6.525 -5.557 0.12
H 4.380 -3.355 -0.964 0.13
H 3.139 -4.979 0.378 0.11
H -8.781 0.365 0.184 0.13
H 2.594 1.551 -2.027 0.10
H -5.089 5.169 -2.932 0.11
H 3.258 -3.819 8.594 0.14
H 5.231 -4.869 -1.409 0.13
H -3.553 2.810 3.147 0.11
H 4.324 -5.348 -6.769 0.12
H -5.176 3.023 2.488 0.08
H -1.622 -2.025 4.441 0.11
H -5.484 8.749 -4.423 0.13
H -4.994 7.796 -2.225 0.12
H 4.473 -1.829 9.326 0.13
H 3.724 -4.237 -8.780 0.13
H -9.522 3.525 2.667 0.13
H 1.020 -3.314 -4.271 0.10
H 1.883 -0.931 0.753 0.13
H 1.203 -5.563 -1.452 0.13
H -3.305 5.222 3.462 0.13
H 2.182 -2.114 4.122 0.16
H 1.492 -3.858 -1.045 0.12
H 3.397 -6.232 -0.838 0.12
H 2.635 2.359 3.878 0.10
H 6.761 -1.389 3.237 0.07
H 1.956 -7.239 -7.032 0.14
H 2.173 -2.528 7.986 0.13
H 4.041 4.190 -2.477 0.14
H -3.563 6.981 -2.859 0.12
H -0.172 -0.112 -0.829 -0.12
H -10.300 1.640 1.489 0.12
H -8.504 4.089 1.303 0.14
H 3.931 0.549 1.690 0.15
H -2.071 1.006 3.078 0.10
H 4.481 2.088 3.717 0.09
H 0.758 -3.144 1.599 0.13
H 3.491 2.969 2.402 0.07
H 5.635 1.748 -2.156 0.13
H -5.038 5.003 3.782 0.13
H 2.050 -2.062 -4.988 0.14
H 2.674 -5.560 -9.325 0.13
H -3.048 -2.894 3.669 0.13
H -6.469 6.206 -3.350 0.13
H -2.551 3.669 1.091 0.13
H -10.141 2.725 0.106 0.12
H -4.026 2.885 0.437 0.13
H 2.827 0.065 4.605 0.16
H 0.252 -0.898 4.541 0.13
H -1.540 -3.793 2.135 0.13
H -1.181 0.087 -4.770 0.13
H 4.627 0.477 -1.432 0.12
H 0.019 -1.843 -6.327 0.12
H 2.900 -2.130 2.611 0.19
```

Number 3 is which compound? C11H24NO7S